(1)
A molecular structure, C47H44AsBrN3O8PSSe2Sr. Source: the OMol25 dataset; level of theory: ωB97M-V/def2-TZVPD.

Properties
Total energy, a.u.: -12966.8354
2S+1: 1
HOMO energy, eV: -1.705
Maximum force, eV/A: 0.8
Energy relative to the best compared isomer or geometry (same formula, charge and spin), kJ/mol: 0.0
Total charge: -2

CARTESIAN COORDINATES (ANGSTROEM)
Sr1 0.659247 1.144133 -0.157689
N1 -2.973431 -2.290028 -1.193888
P1 -1.443211 -1.687575 -1.771216
C1 -2.061095 -0.940096 -3.349433
C2 -2.109254 0.447250 -3.403434
C3 -2.615176 1.101091 -4.521352
C4 -3.093297 0.366607 -5.593572
C5 -3.070299 -1.023562 -5.542508
C6 -2.558680 -1.670222 -4.429316
C7 -0.800366 -3.269599 -2.444223
C8 0.076273 -3.226332 -3.529288
C9 0.626342 -4.390433 -4.043201
C10 0.311871 -5.622195 -3.483243
C11 -0.532611 -5.674218 -2.384262
C12 -1.072452 -4.505373 -1.861190
C13 -3.668137 -1.548506 -0.271414
C14 -4.769167 -2.065699 0.430765
C15 -5.436355 -1.227318 1.297679
C16 -4.988414 0.077179 1.483310
C17 -3.869422 0.483632 0.772158
N2 -3.241721 -0.296303 -0.103738
H1 -3.257611 -3.244650 -1.334249
H2 -1.744078 1.034344 -2.573671
H3 -2.618978 2.183620 -4.544327
H4 -3.480488 0.870810 -6.471255
H5 -3.445906 -1.603654 -6.377813
H6 -2.539667 -2.753717 -4.404869
H7 0.323850 -2.269369 -3.973018
H8 1.302723 -4.333624 -4.887578
H9 0.738014 -6.532170 -3.888746
H10 -0.762600 -6.625565 -1.918414
H11 -1.680770 -4.561777 -0.966077
H12 -5.072116 -3.096334 0.293099
H13 -6.292356 -1.597900 1.850145
H14 -5.475792 0.752965 2.172019
H15 -3.428844 1.464375 0.916128
C18 -1.985620 -1.788535 2.752225
Se1 -1.596419 -3.527096 1.957532
C19 0.208177 -3.777069 2.687993
C20 1.220378 -4.352477 1.705523
Se2 1.658759 -3.117902 0.245820
C21 2.652008 -4.432252 -0.787831
H16 -1.261094 -1.075733 2.369139
H17 -1.946945 -1.862792 3.837128
H18 -2.991001 -1.513159 2.442763
H19 0.139141 -4.414687 3.568164
H20 0.519135 -2.771219 2.983552
H21 0.870970 -5.287033 1.256096
H22 2.143150 -4.565232 2.249525
H23 2.014399 -5.280976 -1.032257
H24 3.538203 -4.763726 -0.247609
H25 2.954214 -3.939978 -1.710970
O1 1.200642 0.699639 -4.365305
As1 2.386389 0.069598 -3.162737
O2 2.676495 1.776651 -2.321044
O3 1.420511 -0.522155 -1.943024
C22 2.796207 2.850329 -3.116666
C23 3.861831 2.975806 -4.011769
C24 3.965736 4.087278 -4.831855
C25 3.018922 5.101045 -4.772060
C26 1.962773 4.991108 -3.878339
C27 1.846168 3.878304 -3.061104
S1 0.499418 3.778809 -1.904622
O4 1.122383 3.665236 -0.582761
O5 -0.280070 4.973966 -2.118773
O6 -0.221160 2.525659 -2.199916
H26 0.471754 1.113311 -3.869648
H27 4.597788 2.182392 -4.049084
H28 4.797138 4.162834 -5.523753
H29 3.102483 5.970103 -5.412918
H30 1.206545 5.759836 -3.795973
Br1 6.925828 0.085243 4.545312
C28 5.079273 -0.406190 4.566078
C29 4.553981 -0.949675 5.727181
C30 3.208785 -1.291324 5.745504
C31 2.420185 -1.092028 4.621557
C32 2.965096 -0.544993 3.469032
C33 4.309515 -0.192170 3.440242
C34 2.084539 -0.274389 2.258506
O7 0.933876 -0.755251 2.262721
O8 2.599072 0.416347 1.343487
H31 5.181352 -1.094399 6.596362
H32 2.777113 -1.705154 6.649131
H33 1.364382 -1.331274 4.624729
H34 4.706501 0.257669 2.541051
N3 -0.825279 1.862159 1.847488
C35 -0.725154 2.456104 2.938292
C36 -1.913177 3.043497 3.684275
C37 -1.862668 4.302464 4.277743
C38 -2.985954 4.852218 4.882711
C39 -4.175179 4.136536 4.930465
C40 -4.229453 2.868129 4.362147
C41 -3.110479 2.334701 3.741581
C42 0.597658 2.633731 3.670985
C43 0.725336 2.289127 5.015702
C44 1.961528 2.321092 5.648484
C45 3.089720 2.727284 4.948987
C46 2.968645 3.097473 3.614916
C47 1.735568 3.045609 2.982146
H35 -0.931074 4.856857 4.253881
H36 -2.933400 5.843178 5.319792
H37 -5.050603 4.561335 5.408033
H38 -5.150073 2.295631 4.407294
H39 -3.133982 1.352116 3.286068
H40 -0.155544 1.971980 5.564746
H41 2.048188 2.013690 6.685037
H42 4.059684 2.738278 5.433028
H43 3.844571 3.406380 3.056749
H44 1.641191 3.320747 1.937696

Forces on atoms 1 to 6 (eV/Å):
0.1 -0.5 0.5
0.1 0.0 0.2
-0.1 0.0 -0.1
0.0 0.0 0.0
0.0 0.0 0.0
0.0 0.0 0.0

Mulliken atomic charge list, values in e, 6 entries:
1. Sr 1.484
2. N -0.149
3. P 1.557
4. C 0.377
5. C -0.878
6. C -0.564

=====

(2)
6 unconnected molecules or ions with the total composition C47H44BrF6N3O3S2 at a distorted geometry. Source: the OMol25 dataset; level of theory: ωB97M-V/def2-TZVPD.

Properties
Total energy, a.u.: -6176.5586
2S+1: 1
HOMO energy, eV: -8.104
SMILES: CNCc1ccc2c(c1)Sc1cc(S(=O)(=O)F)c(Br)cc1N2C[C@H](O)CN.Fc1ccccc1.Fc1ccccc1.Fc1ccccc1.Fc1ccccc1.Fc1ccccc1
Maximum force, eV/A: 5.5

CARTESIAN COORDINATES (ANGSTROEM)
C1 3.947992 -3.409144 2.548879
N1 4.053762 -3.992712 1.176365
C2 3.250454 -3.238833 0.175540
C3 1.669115 -3.360003 0.362829
C4 0.903016 -2.466714 1.414175
C5 -0.627822 -2.572077 1.587060
C6 -1.529491 -3.541042 0.729810
C7 -0.785881 -4.407602 -0.315607
C8 0.765881 -4.322637 -0.476673
S1 -1.819063 -5.541550 -1.387068
C9 -3.274330 -5.877921 -0.284117
C10 -4.108097 -7.203765 -0.406723
C11 -5.324248 -7.526482 0.516553
S2 -6.338352 -9.059832 0.427612
O1 -5.662301 -10.145700 -0.355565
O2 -7.708670 -8.702904 -0.108700
F1 -6.617746 -9.689106 1.981641
C12 -5.689326 -6.457795 1.589374
Br1 -7.227549 -6.662628 2.854944
C13 -4.862923 -5.144641 1.711785
C14 -3.644826 -4.801106 0.770074
N2 -2.985120 -3.500893 0.974909
C15 -3.593916 -2.398134 0.157342
C16 -5.087279 -2.024498 0.601676
O3 -5.982035 -2.839050 -0.219573
C17 -5.445502 -0.468320 0.497342
N3 -6.875127 -0.330896 0.991569
H1 2.939529 -3.736823 2.976269
H2 4.788606 -3.822350 3.229319
H3 4.037608 -2.265315 2.573732
H4 5.053147 -3.862269 0.910520
H5 3.499176 -3.664006 -0.870337
H6 3.519068 -2.117332 0.124606
H7 1.514728 -1.717037 2.042154
H8 -1.125461 -1.895576 2.353777
H9 1.313274 -4.980509 -1.235354
H10 -3.857377 -8.003390 -1.197665
H11 -5.164127 -4.376980 2.493433
H12 -3.520542 -2.697762 -0.960095
H13 -2.896504 -1.479163 0.256729
H14 -5.183759 -2.311832 1.719169
H15 -6.765700 -3.004714 0.364114
H16 -4.814937 0.214675 1.156463
H17 -5.462680 -0.189980 -0.609935
H18 -6.955467 0.427701 1.678919
H19 -7.518211 -0.169507 0.203862
F2 -2.163920 0.874798 0.803895
C18 -1.377257 1.361317 -0.171306
C19 -1.920470 1.614965 -1.420735
C20 -1.107058 2.123058 -2.428569
C21 0.242306 2.361110 -2.177594
C22 0.777781 2.097680 -0.919916
C23 -0.037323 1.600160 0.091044
H20 -2.970930 1.415536 -1.599715
H21 -1.523045 2.332349 -3.407354
H22 0.877402 2.753463 -2.965825
H23 1.829617 2.279856 -0.727594
H24 0.360449 1.397433 1.078705
F3 -3.770501 2.326719 -4.004342
C24 -4.135607 3.593602 -4.262355
C25 -3.783090 4.597560 -3.373729
C26 -4.156692 5.910295 -3.643373
C27 -4.887525 6.202023 -4.792779
C28 -5.240008 5.184648 -5.675199
C29 -4.857365 3.873452 -5.411913
H25 -3.221242 4.350009 -2.480228
H26 -3.879593 6.704847 -2.958835
H27 -5.182360 7.225813 -5.000093
H28 -5.812705 5.412937 -6.567818
H29 -5.115412 3.070238 -6.092171
F4 1.736364 4.984441 -0.960390
C30 2.521569 5.468888 -1.934372
C31 1.977696 5.722207 -3.184111
C32 2.790686 6.229210 -4.192823
C33 4.140407 6.466884 -3.943251
C34 4.676563 6.204012 -2.685831
C35 3.861852 5.707390 -1.673455
H30 0.927079 5.523220 -3.361878
H31 2.373757 6.438285 -5.172167
H32 4.774839 6.858306 -4.732105
H33 5.728815 6.385850 -2.494304
H34 4.260315 5.505304 -0.686036
F5 6.975217 -2.578770 -0.462254
C36 6.914524 -1.414249 0.204263
C37 6.771249 -1.426215 1.582850
C38 6.712942 -0.221236 2.274775
C39 6.788023 0.982823 1.578493
C40 6.927084 0.982966 0.193120
C41 6.996333 -0.222367 -0.498112
H35 6.706192 -2.372959 2.106699
H36 6.608418 -0.219519 3.354237
H37 6.737959 1.923085 2.118654
H38 6.981345 1.921704 -0.348148
H39 7.113230 -0.241361 -1.575353
F6 3.979525 0.167880 3.483195
C42 3.917261 1.331454 4.150125
C43 3.773803 1.319185 5.528762
C44 3.714416 2.525052 6.220014
C45 3.788354 3.729126 5.523439
C46 3.927328 3.729077 4.138374
C47 3.997874 2.523600 3.447550
H40 3.709658 0.372529 6.052725
H41 3.609964 2.527008 7.299674
H42 3.737480 4.669385 6.063163
H43 3.980603 4.667712 3.596955
H44 4.114841 2.504380 2.370186

Forces on atoms 1 to 6 (eV/Å):
-0.2 -0.2 0.7
0.7 1.3 0.3
-0.8 0.1 -1.2
-4.3 -0.1 0.7
-1.7 -2.2 -2.1
1.7 -1.7 -2.2

Mulliken atomic charge list, values in e, 6 entries:
1. C -0.696
2. N -0.434
3. C -0.484
4. C 0.255
5. C -0.154
6. C -0.552